Here is 7 unconnected molecules or ions with the total composition C14H21N7 from the Open Molecules 2025 dataset. Energies are from ωB97M-V/def2-TZVPD.

Each line ends with the Mulliken charge.
Element x y z (Å)
1 C 0.32476 1.54850 -5.14056  -0.756
2 C -0.80964 1.40390 -4.22783  0.402
3 N -1.69436 1.29640 -3.50777  -0.377
4 H 0.36963 0.69201 -5.80633  0.281
5 H 1.21969 1.70037 -4.54148  0.176
6 H 0.17904 2.43552 -5.75776  0.297
7 C 3.46169 0.50554 2.75491  -0.589
8 C 3.81039 -0.90168 2.86830  0.405
9 N 4.08463 -2.01221 2.95707  -0.440
10 H 4.02011 0.91532 1.91099  0.143
11 H 3.69906 1.05638 3.66119  0.318
12 H 2.40073 0.63852 2.55668  0.143
13 C 4.18000 1.59685 -1.75940  -0.870
14 C 2.96730 2.09608 -1.10244  0.397
15 N 2.03580 2.50244 -0.57198  -0.449
16 H 4.38113 2.23290 -2.61873  0.323
17 H 4.04374 0.55468 -2.03283  0.271
18 H 5.01560 1.67746 -1.06683  0.345
19 C -0.59222 -0.85856 4.59103  -0.660
20 C 0.47258 0.06634 4.93342  0.374
21 N 1.33867 0.76059 5.20816  -0.412
22 H -0.67114 -1.59512 5.39387  0.300
23 H -0.35751 -1.32294 3.63796  0.151
24 H -1.56837 -0.38116 4.53292  0.279
25 C -1.75093 -4.03696 0.77674  -0.845
26 C -2.54056 -2.90310 0.32242  0.382
27 N -3.14763 -1.98955 -0.02976  -0.376
28 H -1.76102 -4.07207 1.86508  0.247
29 H -0.71697 -3.91344 0.45425  0.268
30 H -2.12144 -4.97735 0.37820  0.327
31 C -0.22652 0.04842 -0.94884  -0.550
32 C 0.15239 -0.26236 0.41913  0.126
33 N 0.46589 -0.53671 1.48746  -0.322
34 H -1.27412 -0.17301 -1.13212  0.129
35 H 0.37443 -0.56871 -1.62295  0.259
36 H 0.00122 1.08373 -1.18346  0.301
37 C -4.49203 1.05432 -1.42173  -0.621
38 C -5.86460 0.71482 -1.05258  0.226
39 N -6.94436 0.47302 -0.75778  -0.386
40 H -3.97555 0.17165 -1.78281  0.167
41 H -3.97932 1.39618 -0.52077  0.248
42 H -4.51020 1.88295 -2.12306  0.370

Summary:
- gap between HOMO and LUMO (eV) = 11.127
- structure (SMILES) = CC#N.CC#N.CC#N.CC#N.CC#N.CC#N.CC#N
- energy relative to the best compared isomer or geometry (same formula, charge and spin) (kJ/mol) = 3.2
- lowest unoccupied orbital energy (eV) = -0.1

***

Here is C14H21NO3S in the gas phase from the Open Molecules 2025 dataset. Energies are from ωB97M-V/def2-TZVPD.

Each line ends with the Mulliken charge.
Element x y z (Å)
1 C 5.26217 0.79877 -0.90719  -1.078
2 C 4.47478 -0.50498 -0.82104  -0.462
3 O 3.53991 -0.50636 0.24081  -0.479
4 C 2.38229 0.19367 0.13633  0.892
5 C 1.93618 0.83970 -1.01354  -0.574
6 C 0.71996 1.50347 -1.01061  -0.964
7 C -0.04049 1.52663 0.13738  -0.350
8 C 0.39290 0.89552 1.28895  -0.227
9 C 1.59940 0.22260 1.30824  0.786
10 C 2.09605 -0.47443 2.53457  -1.569
11 H 2.21612 -1.53849 2.33678  0.324
12 H 1.40532 -0.33758 3.36108  0.410
13 H 3.07381 -0.08624 2.81416  0.350
14 H -0.22520 0.95411 2.17091  0.452
15 S -1.63597 2.33243 0.11579  1.237
16 O -1.59971 3.40882 -0.82993  -0.735
17 O -2.04434 2.58608 1.46474  -0.688
18 N -2.68643 1.20946 -0.51278  -0.353
19 H -2.57135 1.07909 -1.50470  0.332
20 C -2.95623 0.01402 0.24813  0.079
21 C -2.01679 -1.17035 -0.07784  -0.374
22 H -1.14226 -0.84317 -0.64017  0.145
23 H -1.66696 -1.62956 0.84693  0.261
24 C -2.87750 -2.16377 -0.85772  -0.740
25 H -2.49336 -3.18111 -0.80027  0.378
26 H -2.93121 -1.87448 -1.90856  0.294
27 C -4.24970 -2.01157 -0.20943  -0.601
28 H -4.25500 -2.50927 0.76120  0.292
29 H -5.05147 -2.42953 -0.81591  0.379
30 C -4.38553 -0.50097 -0.02813  -0.896
31 H -4.74735 -0.04163 -0.94845  0.311
32 H -5.07187 -0.23539 0.77218  0.297
33 H -2.84643 0.33053 1.28702  0.362
34 H 0.36450 2.02049 -1.88781  0.442
35 H 2.52240 0.83319 -1.91837  0.351
36 H 3.98149 -0.73005 -1.77425  0.335
37 H 5.15062 -1.33099 -0.58223  0.348
38 H 5.77693 0.98054 0.03279  0.310
39 H 5.99727 0.73039 -1.70420  0.379
40 H 4.60305 1.64042 -1.10486  0.343

Summary:
- gap between HOMO and LUMO (eV) = 9.433
- structure (SMILES) = CCOc1ccc(S(=O)(=O)NC2CCCC2)cc1C
- energy relative to the best compared isomer or geometry (same formula, charge and spin) (kJ/mol) = 75.8
- lowest unoccupied orbital energy (eV) = 0.6